1.
The following is a DFT calculation (the ωB97M-V functional and the def2-TZVPD basis) of 2 unconnected molecules or ions with the total composition C17H25N3O6P.

Values from the calculation:
HOMO-LUMO gap = 5.620 eV
Total charge = +1
Highest occupied orbital energy = -10.744 eV
Relative energy (zero: lowest compared OMol25 entry of this formula, charge and spin) = 0.0 kJ/mol

Each line ends with the Löwdin charge.
Geometry (Å):
O (-0.745, 2.540, 4.027)  0.1817
C (0.274, 1.961, 3.825)  -0.4962
O (1.348, 2.068, 4.595)  0.1586
C (0.337, 1.023, 2.660)  -0.0078
C (-0.735, 0.145, 2.557)  0.0783
C (-0.806, -0.730, 1.499)  -0.0065
N (0.168, -0.725, 0.566)  -0.0435
P (-0.085, -1.850, -0.779)  0.4252
O (-1.298, -1.435, -1.452)  -0.1814
O (-0.277, -3.284, -0.143)  -0.0710
O (1.166, -1.805, -1.732)  -0.0415
C (1.222, 0.105, 0.662)  0.0220
C (1.352, 1.010, 1.701)  -0.0897
C (2.530, 1.946, 1.743)  -0.0989
C (2.757, 2.670, 0.390)  -0.1630
C (2.717, 4.201, 0.549)  -0.1550
C (2.043, 4.814, -0.683)  -0.1393
N (0.614, 4.619, -0.615)  -0.1283
C (-0.117, 3.772, -1.403)  -0.1194
C (-1.436, 3.854, -1.036)  -0.0946
C (-1.519, 4.805, 0.015)  -0.0861
C (-0.243, 5.253, 0.243)  -0.1011
H (1.183, 2.841, 5.160)  0.1573
H (-1.526, 0.168, 3.288)  0.1478
H (-1.631, -1.416, 1.395)  0.1480
H (0.451, -3.523, 0.457)  0.1173
H (2.035, -1.837, -1.303)  0.1060
H (1.979, 0.066, -0.104)  0.1415
H (2.378, 2.646, 2.552)  0.1013
H (3.421, 1.368, 1.986)  0.1371
H (1.987, 2.389, -0.324)  0.0867
H (3.723, 2.374, -0.006)  0.1180
H (3.727, 4.585, 0.663)  0.1185
H (2.150, 4.481, 1.434)  0.1034
H (2.329, 5.850, -0.845)  0.1296
H (2.387, 4.256, -1.551)  0.1246
H (0.277, 3.151, -2.187)  0.1132
H (-2.257, 3.305, -1.458)  0.0922
H (-2.404, 5.117, 0.532)  0.0937
H (0.097, 5.972, 0.965)  0.1187
C (-3.073, -7.398, -3.318)  -0.0087
C (-2.179, -7.441, -2.102)  -0.5522
O (-1.730, -8.482, -1.659)  0.0415
N (-1.881, -6.253, -1.498)  0.0039
C (-2.309, -4.916, -1.865)  -0.0839
H (-3.213, -8.411, -3.678)  0.0847
H (-4.047, -6.977, -3.065)  0.0853
H (-2.616, -6.804, -4.111)  0.0845
H (-1.284, -6.360, -0.694)  0.1290
H (-1.435, -4.305, -2.078)  0.0536
H (-2.858, -4.469, -1.034)  0.0848
H (-2.946, -4.933, -2.741)  0.0799

2.
The following is a DFT calculation (the ωB97M-V functional and the def2-TZVPD basis) of 3 unconnected molecules or ions with the total composition C3H7O2S.

Values from the calculation:
HOMO-LUMO gap = 3.603 eV
Total charge = -1
Highest occupied orbital energy = -4.060 eV
Relative energy (zero: lowest compared OMol25 entry of this formula, charge and spin) = 854.2 kJ/mol

Each line ends with the Löwdin charge.
Geometry (Å):
O (1.869, 1.885, 0.201)  -0.0140
C (0.985, 1.085, -0.394)  -0.4246
C (0.803, -0.338, -0.057)  -0.1024
C (-0.420, 0.653, 0.221)  0.0162
S (0.024, -2.478, 2.235)  0.0948
H (0.883, 1.427, -1.482)  0.1491
H (1.619, -0.741, 0.540)  0.0700
H (0.506, -1.066, -0.847)  0.1168
H (-1.239, 0.457, -0.390)  0.0004
H (-0.576, 0.962, 1.169)  0.0607
H (-2.523, -0.103, -2.521)  -0.1444
H (-0.140, -1.774, 3.286)  -0.4496
O (-1.791, 0.032, -1.961)  -0.3731

3.
The following is a DFT calculation (the ωB97M-V functional and the def2-TZVPD basis) of a molecular structure, C38H44BMnN11S4Se.

Values from the calculation:
HOMO-LUMO gap (spin up / spin down) = 6.963 / 6.923 eV
2S+1 = 4
Total charge = +2
Highest occupied orbital energy (spin up / spin down) = -12.578 / -12.565 eV
Relative energy (zero: lowest compared OMol25 entry of this formula, charge and spin) = 51.0 kJ/mol

Each line ends with the Löwdin charge.
Geometry (Å):
Mn (-0.783, -0.928, -0.999)  0.2074
C (0.275, -2.147, 5.473)  -0.0183
C (0.258, -2.548, 3.998)  -0.5334
C (1.218, -3.715, 3.743)  -0.0208
C (-1.147, -3.002, 3.628)  -0.0678
N (0.781, -1.376, 3.207)  0.0254
C (2.087, -0.973, 3.438)  -0.0369
C (2.384, 0.013, 2.577)  -0.0306
N (1.263, 0.251, 1.807)  0.0468
B (1.151, 1.101, 0.530)  -0.6840
N (2.438, 1.096, -0.284)  0.0586
C (3.632, 1.701, 0.060)  -0.0373
C (4.543, 1.367, -0.868)  -0.0210
N (3.932, 0.533, -1.790)  0.0204
C (2.624, 0.406, -1.440)  -0.6008
S (1.374, -0.338, -2.352)  0.7157
C (4.668, 0.045, -3.009)  -0.5374
C (4.270, -1.377, -3.402)  -0.0569
C (4.377, 1.032, -4.141)  -0.0148
C (6.164, 0.028, -2.690)  -0.0422
N (0.658, 2.537, 0.836)  0.0835
C (0.813, 3.209, 2.015)  0.0079
C (0.139, 4.381, 1.918)  0.0080
N (-0.455, 4.421, 0.681)  0.0324
C (-0.121, 3.279, 0.037)  -0.5148
S (-0.423, 2.941, -1.664)  0.7391
C (-1.293, 5.567, 0.187)  -0.5226
C (-0.566, 6.258, -0.970)  -0.0195
C (-1.476, 6.568, 1.324)  -0.0402
C (-2.672, 5.053, -0.245)  -0.0246
C (0.278, -0.604, 2.202)  -0.6226
S (-1.307, -0.521, 1.547)  0.7065
H (-0.091, -2.979, 6.074)  0.0999
H (-0.376, -1.290, 5.645)  0.0988
H (1.280, -1.902, 5.818)  0.0820
H (0.849, -4.603, 4.254)  0.0997
H (2.221, -3.511, 4.118)  0.0819
H (1.280, -3.934, 2.675)  0.0778
H (-1.388, -3.874, 4.238)  0.0977
H (-1.216, -3.289, 2.581)  0.0616
H (-1.887, -2.235, 3.833)  0.0692
H (2.704, -1.415, 4.198)  0.1270
H (3.307, 0.547, 2.442)  0.1189
H (0.320, 0.579, -0.124)  -0.0271
H (3.725, 2.343, 0.919)  0.1300
H (5.575, 1.652, -0.932)  0.1229
H (3.279, -1.423, -3.833)  0.0335
H (4.319, -2.050, -2.544)  0.0898
H (4.977, -1.735, -4.150)  0.0952
H (3.314, 1.031, -4.384)  0.0780
H (4.938, 0.748, -5.031)  0.1001
H (4.676, 2.041, -3.854)  0.0933
H (6.373, -0.579, -1.808)  0.1010
H (6.574, 1.027, -2.546)  0.0816
H (6.689, -0.410, -3.536)  0.0982
H (1.379, 2.809, 2.839)  0.1379
H (0.037, 5.165, 2.643)  0.1287
H (0.372, 6.699, -0.631)  0.0994
H (-1.197, 7.057, -1.357)  0.1051
H (-0.358, 5.568, -1.785)  0.0470
H (-0.528, 7.004, 1.642)  0.0936
H (-1.982, 6.121, 2.181)  0.1005
H (-2.097, 7.385, 0.961)  0.1029
H (-2.643, 4.599, -1.232)  0.0548
H (-3.365, 5.892, -0.288)  0.1039
H (-3.065, 4.330, 0.471)  0.0885
S (-2.694, -8.109, -1.046)  1.0897
N (-3.625, -6.805, -1.159)  -0.1982
C (-2.835, -5.753, -1.062)  -0.2979
C (-3.255, -4.374, -1.108)  -0.0617
C (-4.589, -3.966, -1.187)  0.0517
C (-4.859, -2.617, -1.193)  0.0042
C (-3.806, -1.709, -1.166)  -0.0772
N (-2.530, -2.072, -1.102)  0.0223
C (-2.256, -3.397, -1.039)  -0.1207
C (-0.865, -3.751, -0.838)  -0.1152
N (-0.006, -2.714, -0.696)  -0.0025
C (1.267, -2.996, -0.427)  -0.1066
C (1.757, -4.291, -0.325)  -0.0101
C (0.898, -5.353, -0.500)  0.0499
C (-0.450, -5.085, -0.747)  -0.0634
C (-1.463, -6.101, -0.891)  -0.2992
N (-1.262, -7.405, -0.864)  -0.2001
H (-5.375, -4.708, -1.233)  0.1357
H (-5.873, -2.246, -1.230)  0.1259
H (-4.011, -0.650, -1.198)  0.0924
H (1.929, -2.152, -0.292)  0.1000
H (2.807, -4.441, -0.119)  0.1242
H (1.231, -6.381, -0.440)  0.1352
Se (-1.592, 1.074, -1.981)  0.8117
C (-3.331, 1.838, -1.566)  -0.5432
C (-3.856, 1.792, -0.284)  -0.1187
C (-5.088, 2.406, -0.080)  -0.1264
N (-5.761, 3.021, -1.043)  0.0924
C (-5.245, 3.051, -2.266)  -0.1097
C (-4.021, 2.469, -2.585)  -0.0927
H (-3.327, 1.309, 0.529)  0.0752
H (-5.542, 2.413, 0.905)  0.1211
H (-5.825, 3.562, -3.025)  0.1210
H (-3.625, 2.512, -3.591)  0.1128

4.
The following is a DFT calculation (the ωB97M-V functional and the def2-TZVPD basis) of 2 unconnected molecules or ions with the total composition CH3FO2.

Values from the calculation:
HOMO-LUMO gap = 10.456 eV
Total charge = 0
Highest occupied orbital energy = -9.893 eV
Relative energy (zero: lowest compared OMol25 entry of this formula, charge and spin) = 599.2 kJ/mol

Each line ends with the Löwdin charge.
Geometry (Å):
C (0.651, -0.036, -0.372)  -0.2765
O (-1.307, -0.165, 0.641)  -0.0155
O (-0.598, -0.413, -0.503)  -0.1089
F (1.442, -0.804, 0.473)  -0.0675
H (1.177, 0.093, -1.339)  0.1252
H (0.840, 1.292, 0.818)  0.2097
H (-2.205, 0.033, 0.282)  0.1335

5.
The following is a DFT calculation (the ωB97M-V functional and the def2-TZVPD basis) of a molecular structure, C60H45BrCuN9P.

Values from the calculation:
HOMO-LUMO gap (spin up / spin down) = 7.815 / 7.050 eV
2S+1 = 2
Total charge = 0
Highest occupied orbital energy (spin up / spin down) = -7.550 / -7.506 eV
Relative energy (zero: lowest compared OMol25 entry of this formula, charge and spin) = 33.5 kJ/mol

Each line ends with the Löwdin charge.
Geometry (Å):
Cu (-1.301, -0.070, -0.769)  0.3980
C (0.288, 4.317, 2.220)  -0.0185
N (-0.602, 3.278, 1.727)  -0.0482
C (-0.250, 2.128, 1.090)  -0.4007
N (-1.332, 1.493, 0.658)  0.0549
C (-2.420, 2.275, 0.982)  -0.1449
C (-1.962, 3.388, 1.666)  -0.1181
C (-2.662, 4.498, 2.336)  -0.2069
C (-2.524, 5.805, 1.874)  -0.0326
C (-3.186, 6.840, 2.518)  -0.0697
C (-3.978, 6.581, 3.627)  -0.0826
C (-4.108, 5.280, 4.095)  -0.0726
C (-3.453, 4.242, 3.454)  -0.0256
C (-3.812, 1.994, 0.582)  -0.1351
C (-4.213, 0.734, 0.140)  -0.0525
C (-5.522, 0.477, -0.226)  -0.0598
C (-6.476, 1.480, -0.164)  -0.0851
C (-6.089, 2.749, 0.239)  -0.0775
C (-4.778, 3.007, 0.600)  -0.0199
P (1.525, 1.751, 0.887)  1.1881
C (1.492, 1.187, -0.841)  -0.4219
N (0.818, 0.159, -1.338)  0.0945
C (1.219, 0.027, -2.641)  -0.1738
C (2.112, 1.035, -2.950)  -0.1041
N (2.272, 1.763, -1.797)  -0.0380
C (3.139, 2.912, -1.609)  -0.0252
C (2.912, 1.251, -4.163)  -0.1677
C (3.062, 2.510, -4.741)  -0.0363
C (3.850, 2.674, -5.871)  -0.0765
C (4.500, 1.587, -6.434)  -0.0867
C (4.353, 0.328, -5.867)  -0.0717
C (3.567, 0.161, -4.740)  -0.0235
C (0.789, -1.073, -3.509)  -0.1855
C (0.460, -0.861, -4.845)  -0.0350
C (0.144, -1.935, -5.663)  -0.0747
C (0.156, -3.227, -5.156)  -0.0892
C (0.454, -3.441, -3.818)  -0.0731
C (0.762, -2.369, -2.999)  -0.0281
C (1.856, 0.153, 1.697)  -0.4272
N (1.438, -1.035, 1.336)  0.1346
C (2.023, -1.934, 2.180)  -0.1801
C (2.834, -1.262, 3.082)  -0.1154
N (2.718, 0.066, 2.762)  -0.0639
C (3.432, 1.161, 3.386)  -0.0349
C (3.751, -1.794, 4.098)  -0.1742
C (3.834, -1.267, 5.386)  -0.0425
C (4.708, -1.814, 6.315)  -0.0798
C (5.503, -2.896, 5.974)  -0.0858
C (5.427, -3.429, 4.694)  -0.0698
C (4.563, -2.880, 3.763)  -0.0291
C (1.740, -3.372, 2.072)  -0.1714
C (1.678, -4.205, 3.188)  -0.0368
C (1.400, -5.555, 3.039)  -0.0800
C (1.178, -6.089, 1.778)  -0.0915
C (1.218, -5.264, 0.664)  -0.0746
C (1.493, -3.916, 0.813)  -0.0244
H (1.266, 3.893, 2.425)  0.0507
H (0.396, 5.085, 1.456)  0.0887
H (-0.121, 4.753, 3.129)  0.0997
H (-1.915, 6.001, 0.999)  0.1189
H (-3.081, 7.852, 2.150)  0.1063
H (-4.496, 7.390, 4.125)  0.1026
H (-4.721, 5.074, 4.964)  0.1046
H (-3.556, 3.223, 3.807)  0.1250
H (-3.488, -0.056, 0.050)  0.0133
H (-5.792, -0.516, -0.564)  0.1099
H (-7.501, 1.280, -0.447)  0.1010
H (-6.813, 3.553, 0.262)  0.1031
H (-4.504, 4.016, 0.869)  0.1038
H (4.029, 2.805, -2.225)  0.0958
H (2.625, 3.839, -1.867)  0.0760
H (3.433, 2.971, -0.565)  0.0574
H (2.540, 3.364, -4.328)  0.1157
H (3.950, 3.658, -6.311)  0.1049
H (5.112, 1.715, -7.317)  0.1017
H (4.856, -0.527, -6.300)  0.1048
H (3.454, -0.819, -4.294)  0.1220
H (0.457, 0.146, -5.242)  0.1241
H (-0.107, -1.762, -6.702)  0.1034
H (-0.071, -4.065, -5.803)  0.1013
H (0.437, -4.445, -3.411)  0.1035
H (1.015, -2.519, -1.959)  0.0940
H (4.401, 0.812, 3.736)  0.0949
H (3.584, 1.956, 2.659)  0.0583
H (2.878, 1.568, 4.234)  0.0939
H (3.194, -0.443, 5.676)  0.1107
H (4.758, -1.395, 7.312)  0.1038
H (6.181, -3.320, 6.703)  0.1024
H (6.045, -4.275, 4.422)  0.1061
H (4.509, -3.289, 2.763)  0.1235
H (1.833, -3.794, 4.178)  0.1159
H (1.353, -6.190, 3.914)  0.1019
H (0.962, -7.144, 1.664)  0.0999
H (1.024, -5.666, -0.323)  0.1016
H (1.512, -3.254, -0.042)  0.0885
Br (-2.008, -1.462, 1.752)  0.8844
C (-2.717, -2.853, 0.659)  -0.5623
C (-3.197, -3.935, 1.343)  -0.1459
C (-3.792, -5.000, 0.649)  -0.0850
C (-3.903, -4.934, -0.709)  -0.0438
C (-3.409, -3.823, -1.432)  -0.1682
C (-3.569, -3.769, -2.834)  -0.0482
C (-3.171, -2.668, -3.532)  -0.0752
C (-2.546, -1.597, -2.865)  -0.1220
C (-2.298, -1.621, -1.516)  -0.1403
C (-2.773, -2.732, -0.754)  -0.2052
H (-3.122, -3.957, 2.421)  0.0916
H (-4.174, -5.850, 1.199)  0.1026
H (-4.398, -5.724, -1.262)  0.1098
H (-4.030, -4.613, -3.334)  0.1079
H (-3.320, -2.609, -4.604)  0.1042
H (-2.247, -0.732, -3.440)  0.0708
N (-1.745, 1.184, -2.247)  0.1260
C (-1.524, 2.337, -2.218)  -0.3160
N (-1.417, 3.595, -2.329)  0.0957
C (-0.516, 4.434, -1.935)  -0.4173
N (0.239, 5.249, -1.585)  0.0756

Values of largest force on an atom, in order: 0.057, 0.167, 0.028, 0.108, 0.016, all in Eh/bohr.